Version one
A molecular structure, C16H8B3Br4O26V, computed with wB97M-V/def2-TZVPD.

Results
LUMO level (eV): 2.31
Total charge: -2

Positions of all 58 atoms, in Å:
O -0.59395 -3.07691 1.59994
V 0.02669 -2.03453 0.54877
O 1.33723 -1.45284 1.22866
O -3.04151 2.02720 0.69105
C -2.04844 1.98631 1.34340
O -1.46127 2.96596 1.97085
B -0.20986 2.57098 2.64208
O -0.08631 1.14469 2.17519
C -1.07223 0.77383 1.43853
O -1.18938 -0.30657 0.88884
O -0.28362 2.65736 4.10177
C 0.42386 3.67874 4.53720
O 0.48081 4.12389 5.64372
C 1.15327 4.24347 3.26748
O 0.91457 3.40122 2.24964
O 1.70833 5.29319 3.18409
O -5.78811 1.53605 -2.36447
C -4.94535 0.77488 -2.71397
O -4.80878 -0.50031 -2.37320
B -3.51616 -1.01992 -2.82559
O -2.94264 0.03709 -3.69422
C -3.69070 1.12503 -3.53227
O -3.43298 2.22292 -3.91929
O -3.59192 -2.30972 -3.59010
C -2.83323 -3.18128 -2.98510
O -2.64307 -4.31244 -3.34941
C -2.17907 -2.53329 -1.80038
O -2.60577 -1.30621 -1.67110
O -1.47637 -3.10507 -0.97798
O -0.83132 5.15867 -0.91918
C -0.08222 4.29856 -1.27530
O -0.40623 3.12287 -1.75142
B 0.75829 2.33507 -2.11632
O 1.88301 3.25298 -1.90031
C 1.47590 4.39912 -1.38186
O 2.15591 5.34933 -1.13622
O 0.92446 1.10630 -1.29698
C 0.67847 0.04723 -2.01305
O 0.52960 -1.07376 -1.59291
C 0.58074 0.52062 -3.49437
O 0.72811 1.81751 -3.48235
O 0.53977 -0.18659 -4.44327
Br 0.95334 -1.13174 4.69525
C 2.40774 0.01143 4.06501
C 2.59663 1.14909 5.03445
Br 4.06128 2.29074 4.38659
H 2.14784 0.30984 3.05288
H 3.29505 -0.61371 4.06982
H 2.95322 0.66332 5.94270
H 1.70777 1.72516 5.25957
Br 3.17548 -8.21539 -2.32718
C 2.67515 -6.33747 -2.12522
C 2.19770 -6.17540 -0.71539
Br 1.48311 -4.35219 -0.53646
H 1.91394 -6.02666 -2.84221
H 3.50071 -5.69003 -2.41666
H 2.99307 -6.31139 0.01254
H 1.39945 -6.86723 -0.46632

Here are the Löwdin charges for atoms 1 to 2, given in e:
1. O -0.34
2. V 0.80


Version two
A molecular structure, C16H8B3Br4O26V, computed with wB97M-V/def2-TZVPD.

Results
LUMO level (eV): 2.58
Total charge: -2

Positions of all 58 atoms, in Å:
O 17.22389 -9.74283 -7.21868
V 18.17851 -11.04113 -7.29788
O 18.51821 -11.48436 -5.84853
O 23.28469 -15.19977 -9.88690
C 22.12358 -15.08291 -10.10787
O 21.13303 -15.28643 -9.24460
B 19.88508 -14.79411 -9.83462
O 20.16456 -14.56194 -11.26528
C 21.49337 -14.61826 -11.43329
O 22.11255 -14.19001 -12.35111
O 19.33827 -13.56833 -9.18254
C 18.31885 -13.91547 -8.45898
O 17.62760 -13.17361 -7.78929
C 17.95493 -15.37599 -8.80891
O 18.80723 -15.80826 -9.70363
O 17.13641 -16.00487 -8.20227
O 22.51296 -9.08466 -12.94014
C 21.33757 -9.22399 -12.80314
O 20.71314 -10.32408 -12.41062
B 19.28214 -10.04872 -12.26096
O 19.09576 -8.69709 -12.81892
C 20.27868 -8.12985 -13.03497
O 20.44595 -7.01612 -13.40441
O 18.91224 -10.06552 -10.81480
C 17.89315 -10.85658 -10.64577
O 17.36479 -11.13624 -9.58949
C 17.63162 -11.59232 -11.98406
O 18.47143 -11.11360 -12.87879
O 16.88954 -12.52098 -12.08558
O 22.38105 -4.88907 -10.43034
C 22.30663 -5.81298 -9.68069
O 21.86860 -7.03269 -10.00163
B 22.08265 -7.92055 -8.87228
O 22.48393 -7.07914 -7.73911
C 22.68223 -5.83712 -8.18272
O 23.11232 -4.93932 -7.52532
O 20.83661 -8.67494 -8.41693
C 21.04640 -9.93556 -8.55014
O 20.29573 -10.81166 -8.15489
C 22.44165 -10.17969 -9.13707
O 23.01510 -8.99316 -9.21656
O 22.88256 -11.21076 -9.51631
Br 19.38568 -6.56648 -2.46151
C 20.48147 -7.91964 -3.30086
C 20.72547 -7.70094 -4.77384
Br 19.14871 -7.87435 -5.88007
H 20.10855 -8.90445 -3.03427
H 21.46243 -7.84407 -2.82729
H 21.41116 -8.47793 -5.10521
H 21.17860 -6.72224 -4.90070
Br 15.62716 -6.08655 -7.31074
C 16.65175 -6.40432 -8.96159
C 17.90208 -5.56314 -9.02487
Br 18.79467 -5.76456 -10.74439
H 16.01618 -6.26405 -9.83142
H 16.88935 -7.46117 -8.87700
H 18.59337 -5.96706 -8.28666
H 17.72330 -4.51867 -8.79285

Here are the Löwdin charges for atoms 1 to 2, given in e:
1. O -0.39
2. V 0.99


Stability verdict: version two, ahead by 0.0123 hartree